# 1
31
Properties=species:S:1:pos:R:3:nbo_charge:R:1 method="wB97M-V/def2-TZVPD" lumo_ev=0.88 total_energy_ev=-16824.8792 homo_lumo_gap_ev=9.27 relative_energy_kcal_mol=8.2 multiplicity=1 smiles=Cc1ccc(O)cc1.Cc1ccccc1
O 1.499 0.573 -1.245 -0.697
C 0.087 -2.291 -3.030 -0.191
C 1.742 1.164 2.447 -0.220
C -0.977 1.094 1.917 -0.217
C -1.640 -1.248 -1.737 -0.195
C -2.189 -3.338 -3.047 -0.629
C 0.992 2.320 2.595 -0.018
C 1.646 3.638 2.925 -0.631
C -0.707 -0.346 -1.238 -0.272
C 1.135 -0.049 2.126 -0.234
C -0.228 -0.079 1.883 -0.224
C 0.590 -0.340 -1.698 0.288
C -1.239 -2.272 -2.581 -0.047
C 0.983 -1.351 -2.566 -0.256
C -0.389 2.261 2.369 -0.198
H -0.639 -1.029 1.560 0.224
H 1.040 4.189 3.656 0.220
H 2.800 1.227 2.644 0.211
H -2.303 -3.330 -4.129 0.216
H -2.679 -1.105 -1.461 0.207
H 1.720 -0.955 2.071 0.222
H 0.304 -2.999 -3.821 0.211
H 1.448 0.677 -0.289 0.495
H -1.061 0.385 -0.528 0.217
H 1.985 -1.270 -2.971 0.220
H 2.661 3.457 3.257 0.217
H -2.019 1.066 1.633 0.216
H -1.019 3.133 2.490 0.210
H -3.185 -3.185 -2.611 0.211
H 1.615 4.356 2.099 0.225
H -1.973 -4.352 -2.721 0.219


# 2
24
Properties=species:S:1:pos:R:3:nbo_charge:R:1 method="wB97M-V/def2-TZVPD" lumo_ev=0.34 total_energy_ev=-14302.9229 homo_lumo_gap_ev=8.91 relative_energy_kcal_mol=85.9 multiplicity=1
F 0.963 -1.368 -0.520 -0.349
O 0.757 -0.874 3.340 -0.479
C 0.915 0.052 1.223 -0.139
C 0.224 -0.511 0.259 0.459
C -1.122 -0.144 -0.293 -0.487
C -0.430 0.571 -2.496 -0.401
C 1.199 0.182 2.479 0.256
C -0.900 -0.648 -3.303 -0.602
C -1.246 0.963 -1.292 -0.393
C -0.217 -1.663 3.026 0.097
C 2.092 1.203 3.039 -0.643
H -0.790 -1.596 -2.714 0.197
H 2.845 0.711 3.605 0.226
H -0.324 -0.787 -4.161 0.210
H -2.317 1.098 -1.623 0.210
H -0.345 1.345 -3.320 0.205
H -1.349 -1.099 -0.828 0.229
H -0.801 1.882 -0.881 0.215
H 2.612 1.681 2.304 0.236
H -0.177 -2.474 3.787 0.084
H 1.486 1.830 3.650 0.224
H -1.756 -0.066 0.544 0.243
H -1.863 -0.524 -3.671 0.195
H 0.545 0.234 -2.153 0.207


# 3
31
Properties=species:S:1:pos:R:3:lowdin_spin:R:1 method="wB97M-V/def2-TZVPD" lumo_ev="-3.00 / -3.29" total_energy_ev=-70604.4635 homo_lumo_gap_ev="7.87 / 7.66" total_charge=+1 relative_energy_kcal_mol=1.8 s2=6.01 multiplicity=5
Fe 0.023 -0.094 0.023 3.696
Cl -3.718 -6.320 0.591 0.001
O 0.179 -1.954 0.412 0.110
O -1.917 -0.335 -0.265 0.063
N 1.341 0.726 1.483 0.024
N 1.791 0.217 -1.127 0.024
N 3.442 0.906 2.076 0.003
N 3.977 0.301 -1.032 0.003
C -0.317 -4.222 0.768 0.006
C -0.707 -2.905 0.445 0.011
C 2.690 1.083 3.219 0.002
C -2.597 -5.000 0.527 0.004
C 2.587 0.702 1.059 0.007
C -2.082 -2.678 0.163 0.006
C -2.577 -1.394 -0.172 0.012
C 3.647 0.001 -2.337 0.002
C 2.291 -0.054 -2.379 0.005
C -3.014 -3.744 0.210 0.002
C 2.829 0.428 -0.345 0.007
C -1.237 -5.235 0.807 0.002
C 1.392 0.962 2.837 0.005
H 0.503 1.033 3.439 0.000
H -3.651 -1.316 -0.373 0.002
H 4.445 0.957 2.030 0.000
H 3.140 1.274 4.176 0.000
H 0.727 -4.406 0.984 0.000
H -0.924 -6.241 1.057 0.000
H -4.058 -3.553 -0.007 0.000
H 4.393 -0.143 -3.098 0.000
H 1.650 -0.264 -3.217 0.000
H 4.913 0.428 -0.687 0.000


# 4
5
Properties=species:S:1:pos:R:3:lowdin_spin:R:1 method="wB97M-V/def2-TZVPD" lumo_ev="1.10 / -1.52" total_energy_ev=-6849.3535 homo_lumo_gap_ev="8.54 / 11.32" relative_energy_kcal_mol=21.9 s2=2.01 multiplicity=3
F -0.912 1.233 -0.208 0.257
O 2.167 -0.318 -0.075 0.096
C -0.844 0.105 0.502 1.268
C 1.042 -0.351 -0.183 0.282
H -1.453 -0.669 -0.037 0.098


| no. | F_max (eV/Å) |
| --- | --- |
| 1 | 1.214 |
| 2 | 2.958 |
| 3 | 0.335 |
| 4 | 2.101 |